DFT (the ωB97M-V functional and the def2-TZVPD basis) results for C5H8O in the gas phase.

Calculated values
E_LUMO   0.98 eV
SMILES string   CC#CCOC

Last column: natural (NBO) charge in e.
Positions of all 14 atoms, in Å:
1 C 2.5270 0.8754 0.5465  -0.685
2 C 1.4444 0.0529 0.0035  0.021
3 C 0.5300 -0.6180 -0.4078  -0.075
4 C -0.7178 -1.3268 -0.7518  -0.128
5 O -1.7363 -1.0575 0.1856  -0.522
6 C -2.1355 0.2948 0.1974  -0.259
7 H 2.8883 0.4618 1.4942  0.236
8 H 3.3738 0.9366 -0.1444  0.237
9 H 2.1717 1.8945 0.7360  0.235
10 H -0.5660 -2.4111 -0.7329  0.215
11 H -1.0370 -1.0517 -1.7707  0.186
12 H -2.7921 0.5229 -0.6567  0.165
13 H -2.6810 0.4550 1.1309  0.194
14 H -1.2696 0.9711 0.1702  0.181



DFT (the ωB97M-V functional and the def2-TZVPD basis) results for 12 unconnected molecules or ions with the total composition H26O13 in a non-equilibrium geometry.

Calculated values
E_LUMO   -0.21 eV

Last column: natural (NBO) charge in e.
Positions of all 39 atoms, in Å:
1 H 0.5578 -0.2053 1.2660  0.435
2 H -0.5113 -0.5444 0.2402  0.413
3 H 0.5686 1.3482 -2.6031  0.431
4 H 0.1624 1.7110 -1.1841  0.492
5 H -5.8659 -1.6779 -0.2103  0.471
6 H -4.3983 -1.4388 0.1045  0.436
7 H 2.5394 -1.9591 -3.2793  0.468
8 H 3.6198 -1.9665 -2.2103  0.459
9 H 1.2748 1.2507 0.5147  0.439
10 H 1.8181 1.3077 -0.9036  0.424
11 H 0.5570 -2.0228 2.6220  0.460
12 H 0.9896 -3.2501 3.4072  0.459
13 H -3.8517 -0.7916 1.5628  0.448
14 H -2.3863 -1.0738 1.8508  0.467
15 H 0.9716 -3.2252 -0.9177  0.443
16 H 2.3780 -2.9371 -0.4186  0.460
17 H -0.0685 -2.0786 -2.3005  0.459
18 H -0.7852 -0.7967 -1.9091  0.477
19 H -2.9942 4.0801 -0.0870  0.472
20 H -2.1171 2.8992 0.2955  0.462
21 H 4.2326 1.2760 3.2594  0.471
22 H 2.8123 1.6800 2.8995  0.462
23 H 1.8143 2.4713 -2.3538  0.467
24 H 1.6781 3.7245 -1.5047  0.483
25 H -1.0918 1.8829 1.2221  0.477
26 H -1.8705 0.6479 0.7997  0.477
27 O 0.4441 -0.4764 0.3481  -0.825
28 O -0.2036 1.4397 -2.0335  -0.948
29 O -4.9797 -1.9729 -0.4484  -0.906
30 O 2.6681 -2.0615 -2.3296  -0.929
31 O 1.3575 0.7253 -0.2890  -0.873
32 O 1.1678 -2.7678 2.5920  -0.923
33 O -3.1821 -0.7052 2.2506  -0.917
34 O 1.4995 -2.5460 -0.4829  -0.898
35 O -0.3651 -1.2342 -2.6582  -0.938
36 O -2.1001 3.8578 0.1964  -0.941
37 O 3.3783 1.4834 3.6544  -0.932
38 O 1.3196 2.8363 -1.6115  -0.930
39 O -1.0381 1.1098 0.6491  -0.950



DFT (the ωB97M-V functional and the def2-TZVPD basis) results for C5H7NO in the gas phase.

Calculated values
E_LUMO   0.91 eV
SMILES string   C#CCCNC=O

Last column: natural (NBO) charge in e.
Positions of all 14 atoms, in Å:
1 C 1.9290 1.3215 -0.7802  -0.265
2 C 1.3144 0.3288 -0.4910  0.011
3 C 0.7519 -0.9926 -0.1920  -0.508
4 C -0.4923 -1.0098 0.7404  -0.218
5 N -1.1169 0.2933 0.8673  -0.618
6 C -1.5073 0.8846 -0.3032  0.532
7 O -1.6391 0.2718 -1.3433  -0.607
8 H 2.5764 2.1169 -1.0683  0.240
9 H 1.5781 -1.5402 0.2705  0.237
10 H 0.5143 -1.4757 -1.1449  0.254
11 H -1.2336 -1.7039 0.3353  0.223
12 H -0.2223 -1.3615 1.7399  0.206
13 H -0.7416 0.9016 1.5816  0.394
14 H -1.7111 1.9652 -0.2121  0.121



DFT (the ωB97M-V functional and the def2-TZVPD basis) results for a molecular structure, C25H64Hg2O27S8 in a non-equilibrium geometry.

Calculated values
E_LUMO   -8.12 eV
Total charge   +2

Last column: Löwdin charge in e.
Positions of all 126 atoms, in Å:
1 Hg 18.5199 9.9489 -9.1444  1.394
2 Hg 20.8070 10.5820 -13.3207  1.270
3 C 20.2269 11.5106 -10.8447  -1.108
4 O 19.7414 11.9451 -9.8104  0.005
5 O 19.6532 10.5396 -11.2558  -0.127
6 O 21.0027 12.1384 -11.5671  -0.036
7 O 25.5107 10.3381 -12.1742  -0.282
8 S 24.0638 9.9501 -11.9561  0.782
9 O 23.0200 10.4726 -12.8497  -0.383
10 O 23.8714 8.3082 -11.8776  -0.297
11 C 25.0078 7.5413 -11.6151  -0.288
12 C 24.3785 6.3402 -10.9513  -0.062
13 C 23.6441 10.1307 -10.1313  -0.023
14 H 25.6822 8.0618 -10.9351  0.126
15 H 25.5065 7.1749 -12.5124  0.109
16 H 25.1349 5.6017 -10.6857  0.101
17 H 23.4323 6.0690 -11.4195  0.072
18 H 24.0876 6.6861 -9.9594  0.065
19 H 24.1946 9.3723 -9.5747  0.073
20 H 22.5945 9.8406 -10.1790  0.051
21 H 23.8844 11.1747 -9.9303  0.054
22 O 20.2929 8.3956 -8.9123  -0.400
23 S 20.3764 7.0766 -8.2685  0.676
24 O 19.1275 6.5464 -7.7258  -0.273
25 O 21.1554 6.0468 -9.3095  -0.285
26 C 20.9851 4.5775 -9.1165  -0.223
27 C 22.0700 3.9379 -9.9375  -0.041
28 C 21.6556 6.9809 -7.0299  -0.079
29 H 20.0098 4.2742 -9.4971  0.104
30 H 20.9100 4.2806 -8.0704  0.121
31 H 22.2640 2.8869 -9.7235  0.102
32 H 22.8977 4.6229 -9.7537  0.057
33 H 21.7653 4.0416 -10.9789  0.082
34 H 21.6398 5.9394 -6.7087  0.078
35 H 21.5206 7.6688 -6.1953  0.096
36 H 22.5346 7.0553 -7.6703  0.071
37 O 18.9590 10.1826 -14.7965  -0.375
38 S 18.3535 10.3364 -16.1534  0.754
39 O 18.5603 11.4708 -17.0578  -0.265
40 O 18.5129 8.8970 -17.0220  -0.274
41 C 18.0821 8.7178 -18.3363  -0.269
42 C 16.9288 7.6991 -18.2989  -0.058
43 C 16.5490 10.3092 -15.9757  -0.100
44 H 18.8639 8.2697 -18.9496  0.127
45 H 17.8242 9.6723 -18.7954  0.121
46 H 16.1774 7.8642 -17.5268  0.060
47 H 17.3065 6.6780 -18.3527  0.078
48 H 16.3544 7.6144 -19.2214  0.083
49 H 15.9791 9.3811 -16.0195  0.060
50 H 16.1717 10.9181 -16.7973  0.083
51 H 16.2513 10.7721 -15.0349  0.065
52 O 17.5285 13.1512 -13.9734  -0.288
53 S 18.9287 13.6457 -13.9914  0.752
54 O 20.0894 12.7456 -14.0592  -0.393
55 O 19.1774 14.8701 -15.1997  -0.250
56 C 20.5054 15.1675 -15.6854  -0.240
57 C 20.5118 15.6620 -17.1823  -0.036
58 C 19.0995 14.5872 -12.5081  -0.111
59 H 21.1642 14.3070 -15.5678  0.079
60 H 20.9022 15.8655 -14.9483  0.113
61 H 20.2163 14.8288 -17.8199  0.076
62 H 21.5009 16.0245 -17.4620  0.078
63 H 19.8973 16.5138 -17.4735  0.074
64 H 18.7542 13.9415 -11.7007  0.077
65 H 18.4005 15.4212 -12.5705  0.082
66 H 20.0159 15.1675 -12.4004  0.077
67 O 18.1959 7.9074 -10.4552  -0.380
68 S 18.4093 7.3813 -11.7685  0.717
69 O 19.5413 7.8263 -12.5777  -0.310
70 O 18.4361 5.6667 -11.7588  -0.249
71 C 17.2215 4.9929 -11.9738  -0.294
72 C 17.5732 3.5962 -11.5242  -0.065
73 C 16.9778 7.8660 -12.8566  -0.073
74 H 17.0379 4.9918 -13.0482  0.126
75 H 16.4491 5.3278 -11.2814  0.136
76 H 16.7210 2.9644 -11.7744  0.090
77 H 17.6671 3.4394 -10.4497  0.088
78 H 18.3683 3.1498 -12.1215  0.091
79 H 17.0053 7.1612 -13.6876  0.067
80 H 17.2519 8.8327 -13.2791  0.048
81 H 15.9612 7.9383 -12.4702  0.084
82 O 24.4534 13.6466 -6.6669  -0.295
83 S 24.9151 14.0887 -7.9842  0.634
84 O 25.4346 13.0333 -8.8328  -0.314
85 O 23.7508 15.0562 -8.7213  -0.303
86 C 23.9607 15.4399 -10.2093  -0.129
87 C 22.8374 14.5152 -10.9353  -0.055
88 C 26.1935 15.2861 -7.7491  -0.128
89 H 24.9692 15.1761 -10.5281  0.096
90 H 23.7837 16.4934 -10.4259  0.108
91 H 23.0369 13.5167 -10.5465  0.040
92 H 23.0451 14.4029 -11.9995  0.070
93 H 21.7917 14.7134 -10.6998  0.064
94 H 25.8089 16.1591 -7.2218  0.083
95 H 26.6443 15.4642 -8.7254  0.070
96 H 26.9350 14.8461 -7.0822  0.079
97 O 21.7527 8.4297 -14.0676  -0.354
98 S 22.2780 7.5860 -15.1187  0.684
99 O 21.9648 7.8406 -16.5179  -0.268
100 O 23.9301 7.3158 -14.9007  -0.290
101 C 24.7420 6.7583 -15.9502  -0.241
102 C 26.1739 6.4512 -15.4116  -0.040
103 C 21.7137 5.9233 -14.6173  -0.067
104 H 24.8041 7.4492 -16.7910  0.107
105 H 24.2686 5.8247 -16.2542  0.117
106 H 26.7994 7.3267 -15.2378  0.082
107 H 26.7748 5.7734 -16.0178  0.085
108 H 25.9837 5.8806 -14.5026  0.068
109 H 21.8770 5.1304 -15.3472  0.083
110 H 20.6649 6.2119 -14.5478  0.056
111 H 22.1931 5.8172 -13.6441  0.063
112 O 21.9423 11.1847 -15.4571  -0.358
113 S 23.0767 11.7363 -16.1559  0.736
114 O 22.9870 12.9494 -16.9572  -0.260
115 O 24.3081 11.9519 -14.9157  -0.246
116 C 25.4266 12.6210 -15.3849  -0.373
117 C 26.6064 12.2495 -14.6138  -0.069
118 C 23.8313 10.3683 -17.1258  -0.068
119 H 25.2661 13.6464 -15.0520  0.125
120 H 25.5426 12.5966 -16.4685  0.119
121 H 26.3498 12.2194 -13.5549  0.075
122 H 27.4556 12.8477 -14.9442  0.102
123 H 26.8041 11.2077 -14.8664  0.082
124 H 24.5364 10.9829 -17.6854  0.069
125 H 23.0548 9.9356 -17.7566  0.076
126 H 24.1859 9.6321 -16.4045  0.053



Here are the calculated E numbers, same order: -7359.7968, -27029.7354, -8834.2227, -177251.1642 (eV).
Here are the calculated HOMO-LUMO gap numbers, same order: 10.580, 6.904, 10.775, 5.476 (eV).